The following is a quantum chemistry calculation of a single C2HN5O molecule at a distorted geometry, from the OMol25 dataset.

Properties
SMILES = O=c1nncnnn1
frontier orbital gap = 8.7248 eV
LUMO level = -1.70 eV

```
! RIJCOSX wB97M-V def2-TZVPD def2/J DEFGRID3
* xyz 0 1
O -0.7757 1.9639 -0.1575
C -0.8951 0.7484 -0.4835
N -0.2958 0.0958 -1.4607
N 0.6598 -0.6359 -1.1199
C 1.2808 -0.4873 0.2100
N 0.4575 -0.4287 1.2237
N -0.9349 -0.7340 1.1808
N -1.7891 -0.1426 0.3558
H 2.2927 -0.3796 0.2513
*
```

The following is a quantum chemistry calculation of a molecular structure, C50H53AsCl3N2O4SSn, from the OMol25 dataset.

Properties
frontier orbital gap = 7.4594 eV
LUMO level = 2.37 eV

```
! RIJCOSX wB97M-V def2-TZVPD def2/J DEFGRID3
* xyz -1 1
Sn -0.1113 -0.9859 0.0513
O -0.5392 -1.6048 -1.9281
C -1.3803 -0.9680 -2.8111
C -1.5468 0.5305 -2.3802
C -0.2071 1.2162 -2.3832
C 0.1834 2.0789 -3.3984
C 1.4908 2.5321 -3.4323
C 2.3871 2.0849 -2.4784
C 1.9367 1.2486 -1.4673
C 2.8673 0.6987 -0.4249
C 3.0412 -0.8575 -0.4959
O 1.9080 -1.4685 0.0272
C 4.2287 -1.2088 0.4338
C 4.1095 -0.8767 1.7844
C 5.1138 -1.1798 2.6882
C 6.2646 -1.8352 2.2619
C 6.3878 -2.1867 0.9277
C 5.3770 -1.8761 0.0200
C 3.3304 -1.3117 -1.9266
C 2.7253 -2.4624 -2.4193
C 3.0239 -2.9286 -3.6946
C 3.9203 -2.2418 -4.5022
C 4.5263 -1.0885 -4.0190
C 4.2360 -0.6352 -2.7397
N 0.6484 0.8806 -1.4048
C -2.7719 -1.6502 -2.8379
C -3.8345 -1.1495 -3.5874
C -5.0445 -1.8266 -3.6528
C -5.2092 -3.0287 -2.9775
C -4.1592 -3.5321 -2.2236
C -2.9546 -2.8441 -2.1493
C -0.8119 -1.0817 -4.2431
C -1.1463 -0.2132 -5.2799
C -0.6361 -0.3920 -6.5606
C 0.2173 -1.4533 -6.8297
C 0.5502 -2.3303 -5.8052
C 0.0417 -2.1441 -4.5271
H -1.9697 0.4817 -1.3733
H -2.2530 1.0647 -3.0152
H -0.5309 2.3788 -4.1529
H 1.8154 3.2073 -4.2140
H 3.4259 2.3896 -2.4997
H 2.4529 0.8837 0.5693
H 3.8314 1.2057 -0.4861
H 3.1991 -0.4101 2.1405
H 4.9889 -0.9176 3.7324
H 7.0501 -2.0790 2.9671
H 7.2695 -2.7148 0.5843
H 5.4902 -2.1698 -1.0158
H 2.0105 -2.9755 -1.7887
H 2.5450 -3.8307 -4.0612
H 4.1395 -2.5944 -5.5028
H 5.2264 -0.5413 -4.6385
H 4.7459 0.2465 -2.3633
H -3.7250 -0.2250 -4.1440
H -5.8576 -1.4174 -4.2414
H -6.1520 -3.5596 -3.0278
H -4.2809 -4.4570 -1.6723
H -2.1306 -3.2298 -1.5648
H -1.8215 0.6166 -5.1045
H -0.9073 0.3013 -7.3485
H 0.6230 -1.5908 -7.8253
H 1.2177 -3.1624 -6.0016
H 0.3093 -2.8066 -3.7133
C -1.9116 0.7937 3.8154
As -0.7574 -0.5572 4.5480
C -1.7871 -2.1111 5.0191
C -0.3884 0.1707 6.3085
S 1.0288 -0.8504 3.5290
H -2.1919 0.5329 2.7983
H -2.7967 0.8935 4.4431
H -1.3406 1.7202 3.8010
H -2.7453 -1.7843 5.4237
H -1.9426 -2.7231 4.1370
H -1.2181 -2.6459 5.7775
H -1.3128 0.3896 6.8470
H 0.2033 1.0763 6.1936
H 0.1955 -0.5653 6.8582
Cl -5.8993 -1.3619 0.4626
C -4.6986 -1.9482 1.6162
Cl -5.1631 -1.3622 3.2510
Cl -4.7134 -3.7281 1.6222
C -3.2232 -1.3982 1.3317
O -2.3468 -1.9444 2.0196
O -3.1493 -0.4630 0.5220
C -2.7281 2.6867 0.7319
C -3.1971 4.0733 0.2591
C -3.1344 4.2084 -1.2667
C -2.1871 4.9885 0.9199
C -2.2268 6.3596 1.0749
C -1.1181 7.0088 1.6130
C 0.0051 6.2665 1.9484
C 0.0733 4.8782 1.8071
C 1.3892 4.1804 2.0806
C 2.1143 3.9291 0.7538
C 1.2787 2.8918 2.8949
C -1.0675 4.2408 1.3044
N -1.3250 2.8714 1.1481
H -3.3189 2.3466 1.5856
H -0.6309 2.2606 0.7473
H -2.8183 1.9228 -0.0338
H -4.2123 4.2780 0.6025
H -2.1101 4.0377 -1.6145
H -3.4395 5.2068 -1.5904
H -3.7862 3.4719 -1.7463
H -3.1018 6.9216 0.7641
H -1.1227 8.0828 1.7571
H 0.8737 6.7783 2.3520
H 1.9964 4.8815 2.6593
H 1.5343 3.2452 0.1290
H 3.1001 3.4815 0.9186
H 2.2408 4.8595 0.1959
H 0.8900 2.0517 2.3195
H 0.6234 3.0168 3.7597
H 2.2630 2.5895 3.2629
*
```

The following is a quantum chemistry calculation of 2 unconnected molecules or ions with the total composition C17H19N at a distorted geometry, from the OMol25 dataset.

Properties
SMILES = Cc1c[nH]c2ccccc12.CCc1ccccc1
frontier orbital gap = 8.4358 eV
LUMO level = 0.70 eV

```
! RIJCOSX wB97M-V def2-TZVPD def2/J DEFGRID3
* xyz 0 1
C 1.9529 2.5916 3.5099
C 2.6810 1.8259 2.4134
C 3.1367 2.4346 1.2840
N 3.4991 1.4421 0.3810
C 3.4284 0.2080 0.9588
C 3.7481 -1.0572 0.4483
C 3.5722 -2.1033 1.3218
C 3.1532 -1.9436 2.6239
C 2.5902 -0.7149 3.0329
C 2.9474 0.4366 2.3426
H 2.6454 3.2462 4.0378
H 1.3386 1.9838 4.1722
H 1.1881 3.1808 3.0097
H 3.4940 3.4235 1.0450
H 3.6081 1.5528 -0.6151
H 4.1771 -1.0486 -0.5375
H 3.9694 -3.0864 1.0648
H 2.9761 -2.7946 3.2694
H 1.9324 -0.7596 3.8931
C -5.1427 1.8006 -1.3213
C -3.9085 1.5521 -2.1690
C -3.5348 0.0855 -2.3670
C -4.4249 -0.7401 -3.0860
C -4.2343 -2.1112 -3.0021
C -3.0415 -2.6909 -2.5075
C -2.1524 -1.8409 -1.8979
C -2.4164 -0.4749 -1.7663
H -5.2018 2.9035 -1.3566
H -5.0286 1.5806 -0.2752
H -6.1204 1.6236 -1.7633
H -4.0036 1.9189 -3.1915
H -3.1237 2.1360 -1.6713
H -5.2867 -0.3204 -3.5856
H -4.8235 -2.8051 -3.5920
H -2.9636 -3.7570 -2.6349
H -1.1468 -2.1432 -1.6638
H -1.9062 0.2436 -1.1324
*
```